(1)
Entry from OMol25: C6H6N4O in the gas phase (ωB97M-V/def2-TZVPD).

Geometry as XYZ:
```
17
Properties=species:S:1:pos:R:3:lowdin_charge:R:1
C -0.41 2.27 -0.04 -0.045
C -0.52 0.83 -0.09 -0.343
C -1.67 0.14 -0.29 0.043
C -1.85 -1.31 -0.01 -0.397
C 0.46 -1.30 -0.34 -0.387
C 2.78 -1.20 0.14 -0.115
H -0.02 2.87 -0.90 0.104
H -1.40 2.84 0.24 0.131
H 0.02 2.68 0.82 0.053
H -2.43 0.91 -0.53 0.121
H 1.45 -2.97 -0.11 0.241
H 1.51 0.38 0.62 0.199
N -0.73 -1.96 -0.10 0.171
N 1.59 -1.92 -0.62 0.109
N 3.56 -0.32 0.56 0.125
N 0.58 0.03 0.04 0.106
O -2.93 -1.97 0.61 -0.116
```

Properties
HOMO energy   -8.893 eV
Orbital gap   0.282 Eh
LUMO level   -1.22 eV
SMILES   Cc1cc(=O)nc(NC#N)[nH]1

=====

(2)
Entry from OMol25: a molecular structure, C6H6N4O (ωB97M-V/def2-TZVPD).

Geometry as XYZ:
```
17
Properties=species:S:1:pos:R:3:lowdin_charge:R:1
C 1.20 2.13 -0.97 -0.189
C 0.61 1.61 0.15 -0.100
C -1.13 -0.88 1.20 -0.143
C -1.30 -1.99 0.21 -0.122
C 1.32 0.05 -1.13 -0.179
C 0.40 -0.74 1.03 -0.345
N 1.61 1.16 -1.76 0.062
N -1.83 -0.13 0.08 -0.005
N 0.75 0.25 0.05 -0.043
N -1.55 -1.21 -0.79 0.083
O 1.23 -1.36 1.64 0.156
H 1.38 3.23 -1.23 0.129
H 0.10 2.05 1.09 0.156
H -1.58 -1.03 2.23 0.166
H -1.10 -3.03 0.15 0.107
H 1.47 -0.92 -1.69 0.158
H -1.57 0.82 -0.26 0.111
```

Properties
HOMO energy   -9.143 eV
Orbital gap   0.340 Eh
LUMO level   0.11 eV

=====

Order of stability, best first: (2), (1)

=====

(1)
Entry from OMol25: C6H8BrNO in the gas phase (ωB97M-V/def2-TZVPD).

Geometry as XYZ:
```
17
Properties=species:S:1:pos:R:3:lowdin_charge:R:1
C 0.06 -1.88 0.89 -0.121
C 0.78 -0.78 1.09 -0.600
C 0.55 0.50 0.13 -0.426
C -0.85 -1.93 -0.33 -0.182
C -1.48 -0.57 -0.43 -0.277
C 1.13 2.67 -0.44 -0.062
N -0.55 0.51 -0.53 0.094
O 1.47 1.38 0.07 -0.102
Br 2.00 -0.43 2.47 0.764
H -0.06 -2.76 1.55 0.117
H -0.46 -2.05 -1.41 0.140
H -1.41 -2.87 -0.23 0.108
H -2.20 -0.26 -1.21 0.115
H -2.18 -0.45 0.36 0.102
H 0.41 3.33 0.12 0.103
H 0.63 2.46 -1.49 0.113
H 2.17 3.14 -0.62 0.114
```

Properties
HOMO energy   -9.005 eV
Orbital gap   0.360 Eh
LUMO level   0.78 eV
SMILES   COC1=NCCC=C1Br

=====

(2)
Entry from OMol25: a molecular structure, C6H8BrNO (ωB97M-V/def2-TZVPD).

Geometry as XYZ:
```
17
Properties=species:S:1:pos:R:3:lowdin_charge:R:1
C 0.73 -1.51 -0.39 -0.151
C -0.14 0.93 0.72 -0.507
C 0.64 -1.45 1.08 -0.198
C 0.83 0.00 1.49 -0.117
C -0.59 0.33 -0.71 -0.656
C -0.92 1.35 -1.77 -0.062
N 0.12 -0.74 -1.17 0.043
O -0.54 2.00 1.05 0.063
Br -2.35 -0.33 0.28 0.709
H 1.42 -2.25 -0.91 0.140
H -0.40 -1.54 1.31 0.046
H 1.50 -1.95 1.54 0.127
H 1.84 0.39 0.99 0.172
H 0.70 0.18 2.57 0.135
H -0.77 2.36 -1.34 0.092
H -1.91 1.15 -2.30 0.106
H -0.15 1.08 -2.44 0.057
```

Properties
HOMO energy   -9.248 eV
Orbital gap   0.329 Eh
LUMO level   -0.30 eV

=====

Order of stability, best first: (2), (1)

=====

(1)
Entry from OMol25: C2H8N6 in the gas phase (ωB97M-V/def2-TZVPD).

Geometry as XYZ:
```
16
Properties=species:S:1:pos:R:3:lowdin_charge:R:1
C -0.63 0.40 -0.01 -0.371
C 0.75 -0.26 -0.28 -0.451
H -3.42 -0.61 -1.08 0.125
H -3.77 -0.28 0.62 0.103
H -1.55 -1.53 0.40 0.127
H -1.68 1.88 0.17 0.045
H 1.75 -1.73 -0.05 0.057
H 1.62 1.40 0.12 0.146
H 3.05 0.03 1.16 0.141
H 3.75 0.61 -0.49 0.111
N -3.07 -0.03 -0.18 -0.043
N -1.73 -0.53 0.11 -0.102
N -0.72 1.64 -0.05 0.128
N 0.73 -1.50 -0.14 0.126
N 1.85 0.48 -0.36 -0.116
N 3.06 0.06 0.07 -0.028
```

Properties
HOMO energy   -8.993 eV
Orbital gap   0.364 Eh
LUMO level   0.92 eV
SMILES   [H]/N=C(NN)/C(=N/[H])NN

=====

(2)
Entry from OMol25: C2H8N6 in the gas phase (ωB97M-V/def2-TZVPD).

Geometry as XYZ:
```
16
Properties=species:S:1:pos:R:3:lowdin_charge:R:1
C -0.37 -0.14 -0.17 -0.439
C 1.62 -1.36 -0.05 -0.228
H -0.19 2.55 1.15 0.086
H -0.05 3.41 -0.44 0.152
H 1.30 0.99 -0.42 0.116
H -2.31 0.58 0.08 0.034
H -1.36 -1.57 -0.92 0.098
H -2.18 -1.96 0.62 0.079
H 1.93 -2.38 0.64 0.169
H 3.40 -0.44 0.37 0.117
N -0.41 2.33 0.06 -0.112
N 0.17 1.05 -0.75 0.006
N -1.77 -0.14 0.37 -0.021
N -2.31 -1.42 -0.29 -0.035
N 0.20 -1.29 -0.28 -0.006
N 2.33 -0.24 0.03 -0.015
```

Properties
HOMO energy   -9.331 eV
Orbital gap   0.349 Eh
LUMO level   0.16 eV
SMILES   [H]/N=C/N=C(NN)NN

=====

(3)
Entry from OMol25: a molecular structure, C2H8N6 (ωB97M-V/def2-TZVPD).

Geometry as XYZ:
```
16
Properties=species:S:1:pos:R:3:lowdin_charge:R:1
C 0.61 -0.13 -1.04 -0.678
C -0.54 0.22 1.09 -0.475
H -1.15 -2.10 -0.93 0.145
H -1.76 -0.49 -1.94 0.193
H 1.95 1.42 -1.30 0.217
H 1.79 0.92 0.44 0.091
H 1.24 -0.02 -2.80 0.063
H 1.03 -0.51 1.76 0.120
H 0.25 0.43 2.97 0.099
H -1.97 0.67 2.26 0.066
N -1.70 -1.04 -0.76 -0.007
N -0.42 -0.50 -0.16 -0.157
N 1.41 0.71 -0.50 0.094
N 0.51 -0.55 -2.24 0.077
N 0.57 0.42 1.99 0.068
N -1.83 0.56 1.18 0.084
```

Properties
HOMO energy   -8.699 eV
Orbital gap   0.340 Eh
LUMO level   0.55 eV

=====

Order of stability, best first: (1), (3), (2)

=====

(1)
Entry from OMol25: a gas-phase ion, C5H7O3 (charge -1) (ωB97M-V/def2-TZVPD).

Geometry as XYZ:
```
15
Properties=species:S:1:pos:R:3:lowdin_charge:R:1
O -0.69 -2.14 -1.56 -0.114
C -1.29 -1.74 -0.52 -0.718
O -2.15 -2.45 0.11 -0.139
C -1.17 -0.16 -0.20 -0.137
C 0.35 0.04 -0.02 -0.240
C 0.58 1.44 0.56 -0.191
C 2.01 1.91 0.54 -0.289
O 2.37 2.93 1.04 0.034
H -1.68 -0.12 0.83 0.119
H -1.74 0.29 -0.97 0.080
H 0.96 -0.15 -0.91 0.109
H 0.61 -0.72 0.75 0.124
H 0.09 1.49 1.53 0.114
H -0.08 2.11 -0.01 0.124
H 2.69 1.37 -0.16 0.123
```

Properties
HOMO energy   -3.923 eV
Orbital gap   0.270 Eh
Total charge   -1
LUMO level   3.42 eV
SMILES   O=CCCCC(=O)[O-]

=====

(2)
Entry from OMol25: a gas-phase ion, C5H7O3 (charge -1) (ωB97M-V/def2-TZVPD).

Geometry as XYZ:
```
15
Properties=species:S:1:pos:R:3:lowdin_charge:R:1
C 2.07 -0.23 -0.22 -0.650
C -0.25 -0.97 0.37 -0.132
C 1.16 -1.22 -0.22 -0.113
C -1.79 -0.35 -0.15 -0.346
C -1.68 1.22 -0.28 -0.036
O 1.61 1.02 0.39 -0.064
O 3.27 -0.24 -0.46 -0.083
O -2.77 -1.05 -0.20 0.019
H -0.40 -1.89 0.76 0.033
H -0.15 -0.36 1.21 0.055
H 1.40 -2.16 -0.70 0.066
H -1.53 1.59 -1.34 0.083
H -0.72 1.34 0.24 0.036
H -2.60 1.70 0.10 0.066
H 2.38 1.59 0.49 0.068
```

Properties
HOMO energy   -2.477 eV
Orbital gap   0.232 Eh
Total charge   -1
LUMO level   3.84 eV
SMILES   CC(=O)C/C=C(/[O-])O

=====

Order of stability, best first: (1), (2)

=====

(1)
Entry from OMol25: 4 unconnected molecules or ions with the total composition C2H11NO3 (ωB97M-V/def2-TZVPD).

Geometry as XYZ:
```
17
Properties=species:S:1:pos:R:3:lowdin_charge:R:1
C 1.61 -0.32 0.42 -0.142
C 0.48 -0.59 2.45 -0.082
N 1.05 -1.15 1.47 -0.087
H 2.53 -0.81 0.12 0.067
H 1.05 -0.26 -0.51 0.084
H 1.78 0.69 0.80 0.073
H -0.38 -1.01 2.96 0.060
H 0.97 0.30 2.89 0.086
H 0.28 2.58 -6.36 0.019
H 0.26 3.62 -5.27 0.025
O 0.30 3.52 -6.21 -0.044
H -1.40 1.00 1.03 0.016
H -1.97 -0.46 0.87 -0.007
O -2.20 0.48 0.90 -0.063
H -0.89 -2.80 1.04 0.032
H -1.68 -2.26 2.15 0.007
O -1.79 -2.53 1.25 -0.045
```

Properties
HOMO energy   -9.768 eV
Orbital gap   0.372 Eh
LUMO level   0.36 eV
SMILES   C=NC.O.O.O

=====

(2)
Entry from OMol25: 4 unconnected molecules or ions with the total composition C2H11NO3 (ωB97M-V/def2-TZVPD).

Geometry as XYZ:
```
17
Properties=species:S:1:pos:R:3:lowdin_charge:R:1
C 0.64 1.13 1.22 -0.056
C 1.42 0.12 1.61 -0.278
N 1.26 -1.18 1.14 0.041
H -0.18 0.94 0.54 0.026
H 0.84 2.18 1.36 0.048
H 2.13 0.21 2.43 0.104
H 0.36 -1.40 0.70 0.046
H 1.57 -1.86 1.81 0.079
H 1.17 1.34 -0.95 0.024
H 1.21 0.10 -1.72 0.058
O 0.83 0.99 -1.81 -0.075
H -2.32 1.40 -1.70 0.054
H -1.05 0.54 -1.98 0.017
O -1.96 0.52 -1.61 -0.065
H -1.85 -0.63 -0.08 0.007
H -1.39 -1.97 -0.54 0.047
O -1.61 -1.50 0.28 -0.077
```

Properties
HOMO energy   -8.401 eV
Orbital gap   0.335 Eh
LUMO level   0.70 eV
SMILES   C=CN.O.O.O

=====

Order of stability, best first: (2), (1)

=====

(1)
Entry from OMol25: C2H6N2S2 in the gas phase (ωB97M-V/def2-TZVPD).

Geometry as XYZ:
```
12
Properties=species:S:1:pos:R:3:lowdin_charge:R:1
C 2.33 -0.28 0.36 -0.158
C 0.41 1.00 -0.33 -0.443
H 2.63 -1.22 0.85 0.074
H 2.79 -0.23 -0.65 0.097
H 2.64 0.55 1.02 0.077
H -1.15 -0.23 1.14 -0.144
H 0.92 1.86 0.04 0.111
H -0.82 -1.12 -1.00 -0.136
N 0.87 -0.25 0.18 -0.591
N -0.68 1.19 -0.92 -0.371
S 0.06 -0.54 1.69 0.766
S -1.61 -0.12 -1.47 0.717
```

Properties
HOMO energy   -8.832 eV
Orbital gap   0.343 Eh
LUMO level   0.51 eV
SMILES   CN(S)/C=N\S

=====

(2)
Entry from OMol25: C2H6N2S2 in the gas phase (ωB97M-V/def2-TZVPD).

Geometry as XYZ:
```
12
Properties=species:S:1:pos:R:3:lowdin_charge:R:1
C -1.77 1.06 1.39 -0.424
C 1.31 -0.10 -0.41 -0.489
H -1.95 -0.03 1.68 0.058
H -2.24 1.27 0.42 0.019
H -2.14 1.84 2.08 0.026
H 2.23 0.43 0.01 0.137
H 2.56 -0.95 -1.72 0.075
H -0.40 -1.93 -1.20 -0.154
N 0.16 0.12 0.02 -0.343
N 1.65 -1.02 -1.32 -0.430
S 0.00 1.42 1.13 0.764
S 0.59 -2.09 -2.06 0.761
```

Properties
HOMO energy   -7.656 eV
Orbital gap   0.305 Eh
LUMO level   0.65 eV
SMILES   CS/N=C/NS

=====

(3)
Entry from OMol25: 3 unconnected molecules or ions with the total composition C2H6N2S2 (ωB97M-V/def2-TZVPD).

Geometry as XYZ:
```
12
Properties=species:S:1:pos:R:3:lowdin_charge:R:1
C 0.74 -0.29 0.06 -0.875
C 0.82 1.28 -0.22 -0.556
H 0.30 -2.68 0.77 0.146
H -1.74 -1.96 1.31 0.183
H -1.23 -0.56 -0.93 0.163
H 1.64 1.41 -1.08 0.083
H 1.12 1.82 0.85 0.141
H -1.62 3.02 -0.32 0.012
N -0.84 -2.06 0.15 -0.162
N -0.51 -0.92 -0.17 -0.338
S 1.88 -1.13 0.83 0.687
S -0.57 2.07 -1.25 0.517
```

Properties
HOMO energy   -8.197 eV
Orbital gap   0.294 Eh
LUMO level   -0.20 eV

=====

Order of stability, best first: (2), (1), (3)